Computed, not measured: a structure of composition C36H76Be2F5N6O12S4, with ωB97M-V/def2-TZVPD.

Results
Total charge = +1
Kohn-Sham gap = 1.0 eV
E = -4768.93789 Eh
HOMO level = -9.761 eV

```
141
Properties=species:S:1:pos:R:3:forces:R:3:lowdin_charge:R:1
S 5.094257 -4.989976 -5.188789 1.15 -3.91 -3.45 0.542
S 0.058677 -1.548076 -1.753789 1.48 10.10 -0.58 0.411
S 5.732527 -3.426676 -3.548749 2.06 3.95 3.15 0.447
S -0.283093 -3.422936 -0.373719 -0.59 -3.50 0.93 0.600
F -1.428553 -4.565616 -0.647369 0.91 1.18 0.25 -0.224
F 5.101717 -6.558056 -5.237469 0.00 -1.09 0.42 -0.209
F 5.373107 -3.213886 -2.025829 0.61 0.34 1.11 -0.218
F 1.010767 -7.373106 -2.326669 0.45 0.57 -0.26 -0.510
F 0.832217 -1.158846 -3.075579 -0.15 0.02 -0.63 -0.194
O 7.192597 -3.154116 -3.645529 -3.60 -0.46 -0.05 -0.300
O -0.893973 -2.479366 0.545871 0.43 -1.28 -1.64 -0.290
O 3.748887 -4.742866 -5.630919 0.66 0.88 0.61 -0.300
O -1.195123 -0.751996 -1.863979 2.64 -1.30 0.76 -0.315
O 6.239277 -4.750856 -6.127679 -2.85 0.76 3.10 -0.289
O -1.523143 -7.791066 4.909651 -0.11 -0.10 0.52 0.040
O 1.825367 2.423904 2.040271 -0.65 0.48 0.20 0.048
O -5.135363 5.509324 -6.368289 0.02 -0.58 0.07 0.030
O 1.116097 -1.128996 -0.761189 -2.91 -1.29 -1.72 -0.338
O 0.847977 -4.194866 0.092461 -1.19 1.12 -0.90 -0.285
O 5.925557 1.387794 -1.351049 2.02 1.06 0.22 0.062
O 4.739097 -2.520876 -4.123849 1.88 -1.24 -0.42 -0.290
N -0.152573 -2.978156 -2.058859 -0.58 -5.07 3.45 -0.274
N 5.344977 -4.957076 -3.489769 -0.11 0.63 -4.18 -0.263
N 6.993987 2.330624 -1.191949 0.25 0.22 -0.93 0.018
N -6.138193 4.648734 -5.926019 -0.35 0.01 0.18 -0.033
N 0.595567 3.066914 2.122821 -1.09 0.82 0.91 -0.029
N -2.357883 -7.549306 5.972831 -0.72 0.36 2.04 -0.062
C 7.352037 1.938794 1.279531 -0.65 -1.28 -1.16 -0.018
C -5.976523 4.311484 -4.487259 -0.77 -0.53 1.70 -0.493
C 8.774367 0.789594 -0.449639 -1.18 -1.38 -0.44 -0.007
C -0.094923 2.938954 3.436661 -0.73 0.70 -0.42 -0.479
C -7.300673 4.814774 -8.179589 1.06 0.32 0.85 -0.023
C 0.809427 3.948754 -0.094019 0.42 0.11 0.06 -0.029
C 9.649087 3.645774 -1.165789 -1.64 2.11 -2.06 -0.170
C -4.038203 -6.584616 4.499351 -0.61 -1.19 -1.23 -0.055
C -7.222813 3.600864 -3.980369 -2.62 -1.23 -0.85 -0.149
C -0.274563 1.494764 3.773121 0.37 -1.39 -0.36 -0.039
C -1.527293 3.616754 3.447201 1.32 -0.98 -0.56 -0.131
C -3.384823 -9.784286 6.040161 -0.56 0.11 -0.69 -0.022
C -4.345633 -6.262946 6.980981 0.82 0.23 -0.23 -0.099
C -4.794323 3.404664 -4.136619 0.39 -0.85 -1.65 -0.014
C 8.437787 4.168944 -1.989079 -1.44 -1.08 -1.10 -0.104
C -5.990033 2.718174 -7.561819 0.42 0.49 0.22 -0.023
C 0.779517 3.529514 4.540861 1.61 0.43 0.14 -0.019
C 6.122607 3.666694 -3.083339 -0.58 0.17 1.23 -0.035
C 7.352467 3.011334 -2.469439 2.03 1.54 0.63 -0.423
C 8.032117 2.073224 -0.135449 -0.49 1.18 2.23 -0.457
C -1.331323 -9.332346 7.415961 -0.79 1.27 -0.38 -0.010
C -1.573193 5.005284 2.827281 0.81 -0.91 0.32 -0.169
C -6.836023 3.866354 -7.007489 -1.90 -0.35 1.13 -0.430
C -2.659453 -8.740726 6.869701 0.53 0.09 -0.89 -0.481
C 0.507497 4.302754 1.345741 -2.55 0.26 -0.18 -0.481
C -8.148973 3.245824 -6.307909 1.23 -0.09 -0.55 -0.120
C -3.540163 -8.341486 8.056541 -0.27 0.23 0.67 -0.142
C -7.921023 2.606714 -4.978269 2.40 0.26 1.73 -0.189
C -1.044173 4.836494 1.376271 0.86 0.04 1.10 -0.078
C -4.786683 -7.486206 7.767751 1.35 -0.93 -0.54 -0.181
C 7.989897 2.074994 -3.554899 -0.19 -0.81 0.92 0.005
C -3.274983 -6.409186 5.752291 0.21 1.02 1.70 -0.426
C 9.023917 3.236894 0.115071 0.32 -0.53 -0.17 -0.163
C -2.387533 -5.075386 5.531111 -0.55 -0.12 1.10 -0.009
C 1.486437 5.359184 1.774451 2.06 0.55 0.86 -0.034
C -5.881653 5.577874 -3.603819 -0.08 0.70 -1.75 -0.028
Be -0.339253 -5.244196 -4.678469 0.65 -0.36 0.97 0.776
Be 4.099757 -7.174766 -0.847339 -0.88 0.25 -0.72 0.726
H -3.842733 -9.211296 8.639621 0.08 -0.51 -0.44 0.123
H -5.320853 -5.918766 6.636601 0.53 1.01 -0.59 0.114
H 8.129577 1.539114 1.930521 -0.29 0.15 0.22 0.093
H -7.776823 5.694034 -7.745679 -0.14 0.04 -0.04 0.083
H -1.626333 -10.100616 8.130691 0.44 -0.12 -0.10 0.093
H 1.882757 3.796874 -0.208079 -0.02 -0.44 -0.07 0.085
H -8.390573 2.420814 -6.978059 -0.95 0.53 -0.37 0.118
H 9.305377 0.787994 -1.401539 -0.03 0.10 0.22 0.079
H -2.039133 -4.892096 4.514681 0.17 -0.75 0.00 0.081
H -3.360803 -6.925996 3.716601 -0.04 0.76 -0.41 0.087
H 7.835917 4.916704 -1.472649 -0.01 -0.26 0.81 0.107
H 1.744697 6.076094 0.995061 -0.64 0.13 -0.13 0.097
H -7.136073 2.975784 -3.091639 0.95 0.40 0.22 0.121
H 8.744367 4.803344 -2.820729 0.19 -0.72 -0.69 0.115
H -2.061893 -8.352796 4.347671 0.14 -0.47 -0.80 0.096
H -4.238573 -9.287886 5.578861 -0.44 -0.33 0.23 0.075
H -2.631793 5.239364 2.939891 0.17 0.92 -0.51 0.116
H 0.689997 0.987214 3.762991 0.11 0.04 0.45 0.089
H 7.389097 1.171824 -3.661809 -0.42 0.14 -0.19 0.094
H 6.328657 4.191034 -4.016459 -0.09 -0.82 -0.28 0.098
H -5.565713 -8.017116 7.220611 0.24 -0.41 -0.25 0.108
H -4.875443 2.557894 -4.818149 0.07 -0.38 0.11 0.069
H 9.374887 0.315824 0.326911 0.27 0.81 0.25 0.103
H -6.513793 2.191164 -8.359339 -0.06 0.13 -0.02 0.094
H -7.942593 4.436304 -8.975069 -0.24 -0.71 0.61 0.091
H 1.603117 1.714284 1.433111 0.39 -0.72 -0.36 0.130
H 0.395497 3.358554 5.546561 -0.27 0.10 -0.17 0.100
H 0.601507 4.821254 -0.713379 -0.44 -0.26 -0.18 0.097
H -5.020183 6.092444 -4.029479 0.03 0.54 0.70 0.078
H 6.550077 1.206774 1.184131 0.15 -0.51 0.24 0.074
H 6.827187 2.788174 1.716771 0.64 0.52 -0.35 0.088
H -1.834013 3.438724 4.477891 -0.15 0.85 0.16 0.121
H 8.553327 4.099704 0.586451 -0.27 -0.02 -0.17 0.125
H 10.146497 2.910514 -1.798299 0.27 -0.15 0.56 0.111
H 5.698967 4.456084 -2.462459 0.36 0.17 0.51 0.080
H -4.858713 2.987054 -3.131849 0.11 0.49 0.03 0.096
H 8.074377 2.562344 -4.526219 0.01 0.16 0.25 0.095
H -5.626783 6.240644 -6.749439 0.03 0.42 -0.23 0.111
H 2.458617 4.898214 1.948981 0.17 -0.59 -0.27 0.088
H -0.841013 0.927914 3.034261 -0.42 0.30 -0.04 0.101
H -4.570013 -5.664506 4.257101 0.07 -0.20 -0.28 0.107
H 9.744487 2.886234 0.853931 0.00 -0.32 -0.02 0.129
H -3.817003 3.815194 -4.390409 -0.03 0.35 0.42 0.091
H -2.833463 -10.183636 5.188911 0.45 -0.10 0.21 0.088
H -8.010533 4.299984 -3.699599 0.13 0.54 -0.11 0.112
H -5.083613 3.174054 -7.960149 0.18 -0.30 -0.09 0.090
H -3.697993 -10.611436 6.677221 -0.09 0.00 -0.14 0.102
H -1.575753 -4.999856 6.254581 0.29 -0.52 -0.21 0.078
H -1.754873 4.188644 0.863141 0.45 -0.42 -0.24 0.116
H -8.888123 4.023324 -6.114919 -0.27 -0.04 -0.82 0.124
H -2.261953 3.053604 2.871661 0.31 -0.61 -0.19 0.119
H 5.279907 1.692894 -0.709449 -0.42 -0.12 0.37 0.119
H -0.680413 -9.668286 6.608781 -0.15 -0.28 0.18 0.085
H -6.789623 6.152414 -3.787049 0.09 0.34 -0.17 0.083
H 7.933097 0.099714 -0.516169 0.16 -0.57 -0.55 0.093
H 5.343607 2.906764 -3.021869 -0.11 0.05 -1.22 0.084
H -5.857713 5.469324 -2.519499 0.45 -0.69 -0.23 0.096
H -6.429173 5.149524 -8.742209 0.25 0.15 0.15 0.077
H -1.045423 5.776004 0.823611 0.12 0.09 0.10 0.114
H 1.421487 5.880574 2.729471 -1.08 0.13 -0.10 0.078
H 0.226207 3.055644 -0.318359 0.13 0.16 -0.64 0.104
H 1.124647 4.556864 4.424521 -0.93 0.38 -0.05 0.073
H -4.723413 -7.429046 4.573571 -0.52 0.19 0.20 0.083
H -7.214403 1.776904 -4.992849 0.06 -0.34 -0.66 0.102
H -0.849703 -8.486346 7.906301 0.30 -0.30 0.31 0.088
H -2.919153 -4.150206 5.753681 -0.84 -0.23 0.08 0.075
H -3.896383 -5.578726 7.700771 -0.16 0.32 -0.13 0.113
H -0.910273 5.668134 3.383391 -0.35 0.39 0.04 0.104
H 10.201587 4.585344 -1.158479 0.85 -0.43 0.67 0.119
H -8.765633 2.167554 -4.447359 -0.49 0.35 -0.49 0.117
H -2.883023 -7.853036 8.776041 -0.04 0.63 -0.03 0.121
H 1.765957 3.067364 4.503231 -0.07 -0.69 0.05 0.088
H -0.740113 1.396494 4.753791 0.06 -0.08 -0.06 0.099
H -5.292103 -7.229946 8.698871 0.27 0.36 0.06 0.118
H 8.943447 1.652464 -3.238169 0.22 0.50 -0.08 0.063
H -5.732673 2.002684 -6.780839 0.05 0.03 -0.07 0.073
```
Positions in Å, forces in eV/Å.